166
Properties=species:S:1:pos:R:3:forces:R:3:mulliken_charge:R:1 method="wB97M-V/def2-TZVPD" multiplicity=1 total_charge=+1 molar_mass_g_mol=1171.1 gap_ev=6.59
H 4.448 3.884 3.275 -0.90 -0.43 -2.40 0.126
H -3.381 7.624 2.913 -0.12 -0.15 0.10 0.411
H -3.194 4.634 -5.451 1.17 -1.43 1.49 0.390
C -1.122 3.917 -4.542 0.29 0.65 0.25 0.421
C -6.669 7.981 2.548 -0.37 -0.01 -0.07 -0.317
C 0.213 -7.416 -1.188 -0.24 0.56 0.24 -0.642
H 7.987 -7.962 -3.797 0.02 0.11 0.03 0.399
H 0.847 0.851 2.617 0.87 0.35 -2.36 -0.288
H -3.096 2.792 -4.989 0.60 2.29 0.65 0.239
Br 0.065 1.144 5.489 1.05 1.47 -1.05 -0.063
H 4.713 -6.347 -0.584 -0.15 -0.19 -0.10 0.361
O 5.025 -5.936 -3.974 0.23 0.11 0.27 -0.475
C 0.742 -4.763 -4.608 0.22 -0.44 0.25 -0.833
C 4.723 -5.701 -1.467 0.48 -0.25 -0.25 -0.217
C -6.301 8.749 5.945 0.05 0.36 0.01 -0.810
H 3.738 -5.228 -1.538 0.07 0.15 -0.08 0.147
H -1.789 -4.615 -4.941 0.04 -0.15 0.23 -0.026
C -1.114 -10.410 0.165 -0.21 -0.08 -0.07 -0.437
H -3.474 -6.256 -4.245 -0.09 0.11 -0.26 0.366
O -2.623 -5.680 -2.493 -0.48 0.44 0.07 -0.138
H -4.389 11.262 1.642 0.01 0.07 0.03 0.246
H 5.914 -4.604 -5.204 0.01 -0.25 0.02 0.450
H 1.208 4.275 1.484 -0.62 -2.02 1.38 0.377
H -0.846 4.356 -3.467 -0.60 -1.11 -2.14 -0.248
H 5.604 5.441 4.367 0.44 2.05 -1.42 0.264
P 2.431 2.925 -0.154 0.28 2.09 -3.77 0.361
O 0.007 -4.618 -3.403 0.00 0.80 -0.33 -0.074
C 4.076 3.728 2.149 1.06 0.12 1.93 -0.461
H -6.214 7.658 5.999 0.06 0.07 -0.04 0.366
H -4.576 4.409 -3.254 2.35 -0.08 0.16 0.357
H -2.556 2.503 5.439 0.27 2.45 -0.86 0.223
C 3.326 2.267 2.146 2.78 -0.47 -0.44 -0.673
H -3.113 4.827 1.730 -1.45 -1.59 1.34 0.034
H -0.659 -10.732 3.615 0.05 0.09 -0.03 0.414
H -3.430 4.186 5.312 2.14 -1.01 -0.77 0.366
C -2.759 3.879 -4.660 -0.52 -0.18 0.44 -0.787
H -4.158 -4.853 -1.320 0.05 -0.06 -0.08 0.485
H 2.461 -0.766 0.303 -0.65 1.06 1.88 0.252
C -4.293 8.213 3.073 0.14 0.17 -0.14 -0.207
H 3.388 4.647 1.929 1.34 -1.87 0.14 0.317
H -6.022 9.190 6.907 -0.05 -0.16 0.08 0.270
H 1.166 -7.128 -0.741 0.08 0.02 0.07 0.264
H -4.394 -5.023 -3.380 -0.04 0.04 0.14 0.400
H 6.042 -2.765 -1.673 0.07 0.03 0.03 0.316
C 5.498 3.744 1.268 -0.39 -0.35 -0.25 -0.277
C -2.721 -4.258 -4.504 0.04 -0.16 -0.30 -0.290
H 8.043 -7.920 -2.029 0.02 0.05 0.04 0.242
C 2.163 -0.416 1.373 -0.09 -1.45 0.21 -1.246
H -7.967 9.553 1.877 -0.10 -0.26 -0.04 0.378
H -2.079 -3.452 -1.940 0.16 -0.28 0.00 0.017
N -1.471 2.496 2.875 -0.37 4.70 1.78 -0.052
H -1.175 5.243 -6.497 1.74 -0.77 1.88 0.286
C -0.643 2.994 1.728 -2.96 -0.48 -1.69 -0.644
C -0.111 0.801 0.586 -1.12 0.40 1.69 -0.338
C 1.275 0.939 1.498 -2.21 -3.48 2.04 0.057
H -0.467 -9.201 4.523 -0.04 -0.16 0.11 0.255
O -0.579 -8.025 -0.181 0.03 -0.52 -0.58 -0.225
C -0.746 -9.642 3.562 0.11 0.33 -0.06 -0.857
C -5.342 10.975 1.195 -0.18 0.40 0.31 -0.813
H -4.146 9.114 2.479 -0.16 0.14 0.19 0.004
H -1.764 -11.184 -0.263 0.21 0.07 -0.12 0.455
H -0.647 2.831 -4.613 -1.09 2.31 0.04 0.184
H 0.103 4.303 3.913 1.91 -1.77 -0.91 0.461
O 6.164 6.761 1.142 0.19 -6.22 6.44 -0.533
H -0.096 5.956 -5.083 -0.63 -2.25 -1.28 0.261
H 0.712 -3.870 -5.238 0.00 0.04 0.09 0.381
C 6.180 5.893 2.168 -0.67 4.12 -3.89 0.608
O -2.519 -2.976 -3.907 0.20 -0.25 0.21 -0.478
O -5.502 9.314 4.917 0.13 -0.76 0.01 -0.296
O 6.559 4.466 2.045 -2.64 2.42 -0.84 -0.386
H 7.656 -6.263 -4.953 0.00 -0.13 0.02 0.343
H 0.303 -5.586 -5.175 0.03 -0.05 0.01 0.231
Br 3.554 1.316 -1.387 -0.72 0.54 0.83 -0.172
H -3.145 1.796 0.979 1.84 0.17 -1.08 0.278
H -4.365 3.317 1.955 1.92 1.48 0.99 0.254
O 7.875 -6.071 -2.886 -0.23 -0.35 -0.51 -0.306
H 0.286 -2.557 -3.686 -0.03 -0.12 -0.14 0.383
H 1.482 3.499 -2.092 -0.58 -0.36 1.53 0.399
O -6.134 10.366 2.202 0.12 -0.56 -0.65 -0.302
H -3.726 -6.560 -0.992 -0.14 0.08 0.10 0.215
H 0.541 4.436 -6.111 -1.98 1.23 0.97 0.253
H -0.251 1.073 -2.093 0.28 -0.36 1.60 0.100
O 0.203 -10.961 0.135 -0.03 0.36 0.19 -0.482
C -0.173 -3.264 -2.989 -0.47 -0.47 0.15 -0.430
H -2.644 -5.248 -0.495 0.06 -0.08 0.01 0.228
H 4.122 -7.279 -2.767 -0.03 0.23 -0.06 0.483
H 0.425 -8.083 -2.028 -0.09 -0.02 0.00 0.441
H -0.755 -0.024 1.163 1.71 1.28 -1.25 0.521
C 6.082 -5.000 -4.195 0.00 0.24 -0.09 -0.184
C -3.337 -5.577 -1.271 0.23 -0.26 -0.07 -0.927
H -2.412 -8.838 -0.506 -0.13 -0.24 -0.04 0.207
H -7.319 7.207 2.120 0.21 0.07 -0.12 0.427
C -2.434 3.339 3.318 0.52 -1.11 1.08 0.453
H 1.237 -10.781 2.759 -0.11 -0.06 0.07 0.351
H 6.547 7.097 4.099 -1.78 -1.31 -0.90 0.320
H -7.007 8.085 3.577 0.08 0.29 0.03 0.090
H -4.237 2.270 -2.217 2.24 1.18 0.09 0.324
H -1.677 -1.851 -2.457 0.04 -0.07 -0.23 0.041
H 4.344 -3.246 -1.669 -0.05 -0.09 0.02 0.358
H -1.092 4.053 1.409 1.32 -2.07 0.46 0.475
C -0.413 4.946 -5.631 -0.11 0.07 -0.06 -0.995
O 0.053 -9.077 2.534 -0.02 -0.63 0.12 -0.243
C -3.423 4.214 -3.174 0.64 -1.50 -0.92 -0.652
C 5.709 6.395 3.672 0.53 -1.29 -0.03 -0.734
C 8.365 -7.403 -2.934 0.15 0.23 0.19 -0.825
H 4.662 6.917 3.659 2.22 -0.79 -0.37 0.243
C -1.651 -2.901 -2.775 0.00 0.17 0.07 0.130
C 4.968 -6.583 -2.702 -0.12 -0.18 0.07 -0.315
H -3.480 9.134 4.839 0.23 -0.13 -0.14 0.393
H 1.782 -5.026 -4.371 -0.06 0.14 -0.21 0.169
C -2.708 3.311 -0.733 -0.28 -1.13 -0.98 -0.141
C -6.919 9.266 1.743 0.17 0.00 0.57 -0.499
H -1.790 -9.396 3.360 0.00 0.06 -0.01 0.238
H -0.287 -6.505 -1.544 0.17 -0.23 -0.22 -0.013
H 8.206 -4.699 -4.347 -0.13 0.15 -0.22 0.382
H 5.936 2.643 1.125 -1.05 2.51 0.36 0.279
H -2.524 1.053 -0.624 1.04 1.75 1.94 0.381
C -3.385 -5.344 -3.649 0.48 0.18 0.01 -0.529
H -6.767 9.071 0.676 0.16 0.06 0.04 0.345
O 2.470 2.608 5.449 -7.70 -0.18 -4.58 -0.539
H -1.721 3.957 -0.842 -2.17 -1.19 0.28 0.157
C -4.358 8.539 4.570 -0.41 0.32 -0.35 -0.490
C 1.066 3.654 3.624 0.13 1.66 0.69 -0.514
H -3.379 -4.079 -5.363 -0.07 0.09 0.22 0.466
N -0.917 2.056 0.597 1.66 -0.46 -0.20 0.813
H 5.312 4.255 0.223 0.55 -0.99 2.10 0.305
C 1.197 -9.852 2.187 -0.31 0.19 -0.40 -0.499
H 5.248 -3.102 -0.123 -0.16 0.08 -0.12 0.258
C 5.307 -3.402 -1.178 0.46 -0.24 0.28 -0.826
H 5.960 -4.140 -3.538 0.19 -0.10 0.19 -0.025
C 1.262 -10.178 0.690 0.20 0.08 -0.15 -0.030
H -1.479 4.061 5.385 -1.89 -0.75 -1.01 0.196
H -4.315 4.715 3.236 1.74 -1.35 -1.69 0.301
H -5.843 11.886 0.839 0.15 -0.18 -0.14 0.258
C -3.634 4.079 2.490 0.50 0.88 0.49 -0.622
C -2.468 3.598 4.972 -1.24 -1.93 -0.38 -0.982
H 0.345 -3.160 -2.029 -0.08 0.24 0.12 0.279
H -1.452 -10.305 1.194 0.05 0.29 0.05 0.094
O 1.086 3.302 -1.182 2.14 -0.88 0.71 -0.402
H -7.345 8.995 5.744 0.03 0.07 -0.01 0.249
H 3.336 1.700 3.172 -0.59 1.47 -1.88 0.428
C -1.364 -9.125 -0.641 0.21 -0.04 0.57 -0.317
N 1.934 2.272 1.471 -0.55 -1.28 0.31 0.587
O -5.352 7.430 2.519 0.12 0.19 0.20 -0.378
H -2.431 2.101 -2.733 -1.25 1.57 0.80 0.070
C -2.331 1.941 0.152 -1.68 0.82 -1.61 -0.818
H 1.464 -1.291 1.795 1.42 2.07 -0.91 0.368
H 5.839 -7.221 -2.567 0.16 0.19 0.18 0.001
H 1.409 -9.277 0.095 -0.16 0.17 0.18 -0.181
H -5.130 10.308 0.356 -0.10 -0.02 0.01 0.385
H 2.174 -10.767 0.529 -0.19 -0.12 0.11 0.454
H 1.940 4.466 3.726 -1.64 -2.29 0.09 0.412
C -3.199 2.849 -2.264 -0.38 0.83 0.81 -0.400
C 7.521 -5.530 -4.155 -0.30 0.04 0.44 -0.497
H -2.820 5.120 -2.739 -1.42 -1.65 -0.66 0.284
H 9.458 -7.388 -2.953 0.00 -0.16 -0.10 0.265
H 4.047 1.602 1.459 -1.95 1.22 1.33 0.545
O 5.761 -4.744 -1.260 -0.77 0.34 -0.26 -0.332
S 0.147 0.125 -1.136 -0.14 0.08 -0.35 -0.135
H -1.212 -9.320 -1.707 0.16 0.08 0.05 0.366
H 2.075 -9.257 2.456 0.23 -0.13 -0.14 0.386
H -4.318 7.610 5.142 -0.12 -0.10 0.10 0.294
H 3.129 -0.476 2.039 -1.97 0.48 -1.21 0.305
H -3.612 3.907 -0.290 1.97 -0.97 -0.69 0.068
C 1.280 2.561 4.779 7.15 0.40 3.81 0.132
C 0.960 3.259 2.073 -2.01 2.68 -0.21 -0.805